Computed, not measured: a cluster of 14 separate species, C40H117N9O14 in total, with ωB97M-V with the def2-TZVPD basis set.

Last columns: bonded neighbours and bond lengths (Å).
Element x y z (Å)
1 O 3.569 2.662 -14.912  H2 0.957, H3 0.957
2 H 4.288 2.515 -15.526  O1 0.957
3 H 3.607 3.599 -14.718  O1 0.957
4 O 16.843 6.283 -14.117  H5 0.957, H6 0.957
5 H 16.359 6.049 -13.325  O4 0.957
6 H 17.660 5.789 -14.053  O4 0.957
7 O 5.633 11.338 -19.108  H8 0.957, H9 0.957
8 H 5.516 11.899 -19.876  O7 0.957
9 H 5.217 10.511 -19.350  O7 0.957
10 C 10.419 11.430 -5.110  C11 1.488, H13 1.090, H14 1.090, H15 1.090
11 C 11.209 12.181 -6.121  C10 1.488, O12 1.441, H16 1.090, H17 1.090
12 O 12.092 11.204 -6.707  C11 1.441, H18 0.960
13 H 11.036 10.735 -4.541  C10 1.090
14 H 9.685 10.761 -5.560  C10 1.090
15 H 10.098 12.117 -4.327  C10 1.090
16 H 11.870 12.887 -5.619  C11 1.090
17 H 10.745 12.632 -6.999  C11 1.090
18 H 12.571 11.698 -7.376  O12 0.960
19 C 4.826 16.398 -14.272  C20 1.544, H22 1.090, H23 1.090, H24 1.090
20 C 5.462 15.372 -15.234  C19 1.544, O21 1.477, H25 1.090, H26 1.090
21 O 6.894 15.434 -14.877  C20 1.477, H27 0.960
22 H 5.232 16.525 -13.268  C19 1.090
23 H 3.741 16.295 -14.306  C19 1.090
24 H 5.026 17.391 -14.674  C19 1.090
25 H 5.323 15.632 -16.283  C20 1.090
26 H 5.179 14.323 -15.144  C20 1.090
27 H 7.226 14.719 -15.425  O21 0.960
28 C -0.149 7.227 -13.991  C29 1.499, H34 1.090, H35 1.090, H36 1.090
29 C 0.845 8.199 -13.431  C28 1.499, C30 1.553, N33 1.435, H37 1.090
30 C 0.321 8.887 -12.140  C29 1.553, O31 1.382, H38 1.090, H39 1.090
31 O -0.929 9.415 -12.399  C30 1.382, C32 1.499
32 C -1.231 10.831 -12.011  O31 1.499, H40 1.090, H41 1.090, H42 1.090
33 N 2.054 7.470 -13.170  C29 1.435, H43 1.010, H44 1.010
34 H 0.298 6.626 -14.783  C28 1.090
35 H -0.925 7.865 -14.414  C28 1.090
36 H -0.474 6.573 -13.181  C28 1.090
37 H 0.948 8.921 -14.240  C29 1.090
38 H 1.006 9.686 -11.856  C30 1.090
39 H 0.246 8.228 -11.275  C30 1.090
40 H -0.854 11.049 -11.012  C32 1.090
41 H -2.311 10.977 -11.978  C32 1.090
42 H -0.772 11.562 -12.677  C32 1.090
43 H 2.440 8.159 -12.539  N33 1.010
44 H 1.651 6.700 -12.656  N33 1.010
45 C 12.689 4.686 -8.900  C46 1.530, H51 1.090, H52 1.090, H53 1.090
46 C 13.283 4.477 -7.506  C45 1.530, C47 1.584, N50 1.482, H54 1.090
47 C 14.039 3.115 -7.218  C46 1.584, O48 1.435, H55 1.090, H56 1.090
48 O 13.122 2.014 -7.302  C47 1.435, C49 1.417
49 C 13.813 0.796 -7.083  O48 1.417, H57 1.090, H58 1.090, H59 1.090
50 N 14.172 5.652 -7.347  C46 1.482, H60 1.010, H61 1.010
51 H 11.824 4.063 -9.124  C45 1.090
52 H 13.489 4.589 -9.634  C45 1.090
53 H 12.381 5.725 -9.016  C45 1.090
54 H 12.564 4.484 -6.687  C46 1.090
55 H 14.540 3.107 -6.250  C47 1.090
56 H 14.941 2.949 -7.808  C47 1.090
57 H 13.213 -0.100 -6.924  C49 1.090
58 H 14.497 0.873 -6.238  C49 1.090
59 H 14.488 0.727 -7.936  C49 1.090
60 H 14.278 5.772 -6.349  N50 1.010
61 H 13.552 6.417 -7.572  N50 1.010
62 C 14.979 4.574 -19.854  C63 1.504, H68 1.090, H69 1.090, H70 1.090
63 C 14.337 5.163 -21.079  C62 1.504, C64 1.450, N67 1.503, H71 1.090
64 C 15.307 5.958 -21.806  C63 1.450, O65 1.448, H72 1.090, H73 1.090
65 O 15.294 7.229 -21.112  C64 1.448, C66 1.407
66 C 16.314 8.112 -21.509  O65 1.407, H74 1.090, H75 1.090, H76 1.090
67 N 13.507 4.168 -21.842  C63 1.503, H77 1.010, H78 1.010
68 H 15.741 5.217 -19.414  C62 1.090
69 H 15.478 3.644 -20.126  C62 1.090
70 H 14.262 4.114 -19.173  C62 1.090
71 H 13.529 5.822 -20.759  C63 1.090
72 H 15.150 6.043 -22.881  C64 1.090
73 H 16.266 5.443 -21.849  C64 1.090
74 H 17.085 7.557 -22.043  C66 1.090
75 H 16.774 8.682 -20.702  C66 1.090
76 H 15.828 8.647 -22.325  C66 1.090
77 H 14.146 3.664 -22.439  N67 1.010
78 H 12.864 3.575 -21.337  N67 1.010
79 C 9.678 7.722 -14.910  C80 1.559, H85 1.090, H86 1.090, H87 1.090
80 C 8.337 8.119 -14.220  C79 1.559, C81 1.559, N84 1.431, H88 1.090
81 C 8.344 9.496 -13.487  C80 1.559, O82 1.412, H89 1.090, H90 1.090
82 O 7.229 9.753 -12.660  C81 1.412, C83 1.436
83 C 7.251 10.896 -11.793  O82 1.436, H91 1.090, H92 1.090, H93 1.090
84 N 7.261 8.141 -15.162  C80 1.431, H94 1.010, H95 1.010
85 H 10.476 7.760 -14.168  C79 1.090
86 H 9.988 8.325 -15.763  C79 1.090
87 H 9.700 6.694 -15.270  C79 1.090
88 H 8.089 7.343 -13.496  C80 1.090
89 H 8.633 10.364 -14.080  C81 1.090
90 H 9.232 9.393 -12.864  C81 1.090
91 H 7.890 10.528 -10.990  C83 1.090
92 H 6.217 11.049 -11.482  C83 1.090
93 H 7.666 11.811 -12.218  C83 1.090
94 H 6.438 7.879 -14.639  N84 1.010
95 H 7.062 9.080 -15.479  N84 1.010
96 C 15.420 16.033 -10.934  C97 1.534, H102 1.090, H103 1.090, H104 1.090
97 C 14.800 15.370 -12.170  C96 1.534, C98 1.559, N101 1.491, H105 1.090
98 C 13.542 14.514 -11.833  C97 1.559, O99 1.440, H106 1.090, H107 1.090
99 O 13.972 13.224 -11.357  C98 1.440, C100 1.437
100 C 14.453 12.311 -12.357  O99 1.437, H108 1.090, H109 1.090, H110 1.090
101 N 14.429 16.552 -13.000  C97 1.491, H111 1.010, H112 1.010
102 H 16.388 16.510 -11.090  C96 1.090
103 H 15.605 15.355 -10.101  C96 1.090
104 H 14.726 16.723 -10.453  C96 1.090
105 H 15.598 14.867 -12.717  C97 1.090
106 H 12.998 14.359 -12.765  C98 1.090
107 H 12.946 14.936 -11.024  C98 1.090
108 H 15.256 12.713 -12.975  C100 1.090
109 H 13.719 12.027 -13.111  C100 1.090
110 H 14.827 11.361 -11.974  C100 1.090
111 H 14.096 16.274 -13.912  N101 1.010
112 H 13.587 17.035 -12.721  N101 1.010
113 C 5.133 6.771 -21.955  C114 1.514, H119 1.090, H120 1.090, H121 1.090
114 C 3.650 6.733 -22.257  C113 1.514, C115 1.533, N118 1.485, H122 1.090
115 C 2.847 6.080 -21.125  C114 1.533, O116 1.394, H123 1.090, H124 1.090
116 O 3.078 4.712 -21.261  C115 1.394, C117 1.434
117 C 2.249 3.849 -20.472  O116 1.434, H125 1.090, H126 1.090, H127 1.090
118 N 3.246 8.156 -22.379  C114 1.485, H128 1.010, H129 1.010
119 H 5.424 5.721 -21.942  C113 1.090
120 H 5.237 7.218 -20.966  C113 1.090
121 H 5.705 7.117 -22.815  C113 1.090
122 H 3.652 6.334 -23.272  C114 1.090
123 H 1.786 6.225 -21.326  C115 1.090
124 H 2.976 6.537 -20.144  C115 1.090
125 H 1.204 4.014 -20.736  C117 1.090
126 H 2.524 4.101 -19.448  C117 1.090
127 H 2.622 2.851 -20.699  C117 1.090
128 H 4.071 8.695 -22.599  N118 1.010
129 H 2.636 8.362 -23.157  N118 1.010
130 C 8.597 0.969 -16.249  C131 1.570, H136 1.090, H137 1.090, H138 1.090
131 C 8.582 1.236 -17.796  C130 1.570, C132 1.603, N135 1.483, H139 1.090
132 C 8.570 -0.087 -18.699  C131 1.603, O133 1.441, H140 1.090, H141 1.090
133 O 9.253 0.406 -19.869  C132 1.441, C134 1.406
134 C 8.970 -0.240 -21.086  O133 1.406, H142 1.090, H143 1.090, H144 1.090
135 N 7.409 2.062 -18.175  C131 1.483, H145 1.010, H146 1.010
136 H 8.032 0.042 -16.155  C130 1.090
137 H 8.222 1.807 -15.661  C130 1.090
138 H 9.480 0.587 -15.736  C130 1.090
139 H 9.493 1.805 -17.987  C131 1.090
140 H 7.578 -0.458 -18.960  C132 1.090
141 H 9.224 -0.913 -18.418  C132 1.090
142 H 7.890 -0.235 -21.232  C134 1.090
143 H 9.282 -1.280 -21.180  C134 1.090
144 H 9.378 0.351 -21.906  C134 1.090
145 H 7.320 3.013 -17.849  N135 1.010
146 H 7.189 1.988 -19.158  N135 1.010
147 C 4.662 4.374 -5.470  C148 1.541, H153 1.090, H154 1.090, H155 1.090
148 C 5.586 5.514 -5.942  C147 1.541, C149 1.579, N152 1.483, H156 1.090
149 C 7.058 4.946 -5.869  C148 1.579, O150 1.485, H157 1.090, H158 1.090
150 O 7.606 4.508 -4.561  C149 1.485, C151 1.430
151 C 8.093 5.510 -3.665  O150 1.430, H159 1.090, H160 1.090, H161 1.090
152 N 5.220 5.785 -7.353  C148 1.483, H162 1.010, H163 1.010
153 H 4.770 4.196 -4.400  C147 1.090
154 H 4.902 3.501 -6.077  C147 1.090
155 H 3.590 4.515 -5.609  C147 1.090
156 H 5.610 6.417 -5.332  C148 1.090
157 H 7.781 5.654 -6.274  C149 1.090
158 H 7.098 4.009 -6.424  C149 1.090
159 H 8.453 5.158 -2.698  C151 1.090
160 H 7.438 6.364 -3.492  C151 1.090
161 H 8.996 5.895 -4.137  C151 1.090
162 H 5.495 5.082 -8.025  N152 1.010
163 H 5.728 6.592 -7.684  N152 1.010
164 C 12.077 13.334 -18.722  C165 1.526, H170 1.090, H171 1.090, H172 1.090
165 C 11.425 14.147 -19.836  C164 1.526, C166 1.513, N169 1.468, H173 1.090
166 C 12.413 14.948 -20.655  C165 1.513, O167 1.475, H174 1.090, H175 1.090
167 O 12.950 16.023 -19.799  C166 1.475, C168 1.528
168 C 13.829 17.035 -20.531  O167 1.528, H176 1.090, H177 1.090, H178 1.090
169 N 10.841 13.140 -20.730  C165 1.468, H179 1.010, H180 1.010
170 H 12.965 12.789 -19.041  C164 1.090
171 H 11.326 12.676 -18.283  C164 1.090
172 H 12.318 14.036 -17.924  C164 1.090
173 H 10.731 14.882 -19.428  C165 1.090
174 H 11.898 15.519 -21.428  C166 1.090
175 H 13.313 14.428 -20.985  C166 1.090
176 H 14.708 16.576 -20.983  C168 1.090
177 H 14.121 17.809 -19.822  C168 1.090
178 H 13.252 17.489 -21.337  C168 1.090
179 H 10.201 12.736 -20.061  N169 1.010
180 H 11.466 12.387 -20.978  N169 1.010

Computed properties:
Kohn-Sham gap, eV: 8.9
Energy above the lowest of the compared OMol25 structures with the same formula, charge and spin, kcal per mole: 194.5
2S+1: 1
Highest occupied orbital energy, eV: -8.839